Entry from the Open Molecules 2025 dataset: a cluster of 2 separate species, C6H18NO2 in total in a non-equilibrium geometry (ωB97M-V with the def2-TZVPD basis set).

For the maximum force, the calculation gives 1.330 eV/A. The value obtained for the frontier orbital gap is 11.16 eV. Its spin multiplicity is 1. The calculation puts the highest occupied orbital energy at -14.5 eV. Its energy is -12092.4344 eV. The total charge is +1.

The geometry in XYZ format:
```
27
Properties=species:S:1:pos:R:3:forces:R:3:lowdin_charge:R:1
C -1.6650 -1.3251 -1.4580 0.045 0.234 -0.661 -0.197
O -2.0760 -0.4215 -2.4798 -0.279 -0.058 0.040 -0.042
C -1.0017 -0.4581 -0.3724 0.363 0.134 -1.014 -0.270
C 0.5063 -0.2796 -0.6113 0.055 -0.772 -0.126 -0.117
C 1.4180 0.1476 0.5679 -0.293 0.994 -0.835 -0.417
C 1.8628 1.6223 0.3631 -0.159 -1.170 0.287 -0.045
C 2.5980 -0.7988 0.6748 -0.376 -0.544 0.505 -0.069
N -1.2754 -0.9920 1.0093 -0.399 -0.031 -0.437 0.237
H -2.5239 -1.8860 -1.0954 -0.096 -0.136 0.305 0.126
H -0.9433 -2.0241 -1.8949 -0.085 -0.100 0.213 0.128
H -2.9429 -0.6596 -2.8501 0.540 -0.026 0.239 0.113
H -1.4867 0.4975 -0.5105 -0.321 0.212 0.782 0.127
H 0.5903 0.4208 -1.4424 0.016 0.079 0.006 0.136
H 0.8716 -1.2284 -1.0270 0.034 0.039 0.178 0.118
H 0.8403 0.1262 1.4904 0.092 -0.063 0.320 0.109
H 2.5611 1.6501 -0.4695 0.179 0.173 0.002 0.091
H 0.9990 2.2254 0.0908 0.076 0.258 0.204 0.059
H 2.3380 1.9576 1.2860 -0.016 0.360 -0.258 0.090
H 3.1197 -0.8956 -0.2683 0.266 0.238 -0.201 0.090
H 3.2872 -0.5388 1.4772 0.063 0.170 -0.134 0.091
H 2.2258 -1.8022 0.9017 0.072 -0.084 0.054 0.079
H -1.1109 -0.2388 1.6920 0.182 -0.471 0.001 0.157
H -2.2504 -1.2811 1.0869 -0.141 0.173 0.042 0.170
H -0.7242 -1.8471 1.1560 0.164 0.514 0.413 0.186
H -2.4392 2.9399 1.0714 0.048 -0.525 0.358 0.068
H -1.0810 2.7810 0.5159 0.187 -0.307 0.230 0.040
O -1.6976 2.3082 1.0961 -0.215 0.708 -0.512 -0.056
```
Positions in Å, forces in eV/Å.

Entry from the Open Molecules 2025 dataset: a cluster of 8 separate species, C28H70N2O13 in total in a non-equilibrium geometry (ωB97M-V with the def2-TZVPD basis set).

For the maximum force, the calculation gives 3.824 eV/A. The value obtained for the frontier orbital gap (spin up / spin down) is 7.99 / 3.81 eV. Its spin multiplicity is 2. The expectation value of S² is 0.7551. The calculation puts the highest occupied orbital energy (spin up / spin down) at -10.3 / -10.3 eV. Its energy is -59752.7389 eV. The total charge is +1.

The geometry in XYZ format:
```
113
Properties=species:S:1:pos:R:3:forces:R:3:lowdin_charge:R:1
O 28.7524 12.8883 -7.9017 0.237 0.052 -0.128 -0.057
H 27.9235 13.2363 -8.2306 -0.217 0.167 -0.132 0.030
H 28.5201 12.4473 -7.0845 0.083 -0.236 0.243 0.025
C 35.3317 12.1938 -7.9998 -0.172 0.808 -0.104 0.009
C 36.0155 12.6659 -9.3198 -0.650 1.751 -1.563 -0.384
C 35.9438 14.2590 -9.5758 1.301 0.102 2.507 -0.078
C 36.9953 15.0807 -8.7123 0.125 -1.562 -1.716 -0.142
C 38.4342 14.5192 -8.9083 -1.709 0.722 1.454 -0.133
C 38.6010 13.0133 -8.6541 0.822 -0.092 0.656 -0.399
N 37.4730 12.2571 -9.3226 -0.614 -0.568 0.304 0.107
O 37.6390 10.8922 -9.5621 0.216 2.049 -0.030 0.095
C 39.9860 12.7031 -9.2239 -0.368 -0.723 -0.726 -0.024
C 38.6181 12.5466 -7.0800 -1.092 0.971 -1.095 0.045
C 35.2177 12.0526 -10.5247 1.936 -1.605 -0.128 -0.015
H 35.4842 12.8893 -7.1746 0.442 -0.180 0.093 0.082
H 35.5236 11.1619 -7.7057 0.348 0.013 -0.065 0.081
H 34.2554 12.2382 -8.1660 -0.028 -0.009 -0.316 0.092
H 36.0718 14.5587 -10.6160 -0.319 -0.537 -0.037 0.123
H 35.0174 14.6129 -9.1235 -0.494 -0.308 -0.757 0.121
H 36.6547 15.0768 -7.6769 0.335 0.126 0.063 0.109
H 37.0699 16.0966 -9.1003 -0.515 0.092 0.275 0.118
H 38.9674 15.1137 -8.1665 0.724 -0.537 0.077 0.133
H 38.8566 14.8019 -9.8726 -0.283 -0.221 -0.105 0.125
H 40.6866 13.2643 -8.6056 0.124 -0.557 0.144 0.106
H 40.1414 11.6271 -9.3023 0.503 0.080 0.481 0.093
H 40.1340 13.0913 -10.2316 -0.343 0.046 -0.083 0.094
H 39.4919 12.8879 -6.5251 0.272 0.041 -0.648 0.099
H 37.7769 13.0467 -6.6000 -0.151 -0.254 0.071 0.073
H 38.5306 11.4679 -6.9497 0.024 0.005 -0.188 0.080
H 34.2512 12.5111 -10.7338 0.269 0.020 0.369 0.109
H 35.1861 10.9658 -10.4474 -1.012 -0.187 0.894 0.072
H 35.8239 11.9586 -11.4256 0.164 1.320 -0.347 0.093
H 37.5034 10.5304 -8.6833 0.096 -0.887 0.642 0.101
C 35.6455 5.0892 -10.5494 0.939 0.758 -0.580 -0.022
C 34.8301 6.0625 -9.6753 0.281 0.405 0.572 -0.474
C 33.9494 5.2304 -8.7615 -1.410 0.293 0.505 -0.170
C 34.5363 4.6869 -7.5062 0.936 -1.586 -0.670 -0.213
C 35.1624 5.7329 -6.6662 -0.613 0.929 -0.147 -0.134
C 36.1208 6.6886 -7.4635 1.394 -0.147 -0.397 -0.451
N 35.6137 7.0475 -8.8204 -3.159 -2.074 0.589 -0.111
O 36.3765 7.8535 -9.6480 1.271 0.361 0.417 -0.009
C 36.3140 7.9801 -6.6497 -0.745 0.803 0.012 -0.056
C 37.5364 6.0373 -7.5338 -0.662 0.006 1.668 -0.025
C 33.8900 6.8517 -10.5950 -0.297 -1.303 -0.448 -0.034
H 35.0227 4.3988 -11.1184 -0.241 -0.105 0.428 0.090
H 36.4503 4.5519 -10.0477 -0.327 -0.157 0.400 0.082
H 36.1696 5.6374 -11.3323 0.090 0.317 -0.028 0.077
H 33.0778 5.7906 -8.4230 0.015 0.904 0.079 0.108
H 33.3815 4.4316 -9.2384 0.684 -0.223 -0.810 0.127
H 35.3158 3.9478 -7.6915 -0.144 -0.459 -0.402 0.115
H 33.7002 4.1823 -7.0222 0.302 -0.114 0.499 0.125
H 35.6771 5.2582 -5.8308 0.357 0.318 -0.007 0.127
H 34.2638 6.1887 -6.2504 0.376 1.177 0.272 0.116
H 35.4630 8.6523 -6.7589 -0.444 -0.075 -0.147 0.064
H 36.3909 7.8354 -5.5720 0.152 -0.455 -0.043 0.090
H 37.1708 8.5960 -6.9230 0.436 -0.291 -0.303 0.062
H 37.5233 4.9484 -7.4873 -0.057 -0.091 -1.132 0.079
H 38.1956 6.5263 -8.2511 -0.120 -0.401 -0.100 0.084
H 37.9057 6.2084 -6.5227 0.627 0.341 0.033 0.073
H 33.2490 6.0434 -10.9467 -0.297 0.048 -0.465 0.085
H 34.3646 7.2411 -11.4957 0.089 0.383 0.295 0.084
H 33.1814 7.5271 -10.1156 0.516 0.325 0.212 0.071
H 36.0805 8.7275 -9.3833 -0.072 0.257 -0.369 0.068
C 29.2010 3.6599 -8.7626 0.631 0.059 0.615 -0.268
C 28.5313 4.7426 -7.9738 0.597 2.578 -1.230 -0.284
O 27.2232 4.3821 -7.6815 -1.167 -1.123 0.889 -0.043
O 28.5694 3.4687 -9.9844 -0.651 -0.243 -0.544 -0.045
H 29.1484 2.7936 -8.1032 0.186 -0.582 -0.177 0.122
H 30.2365 3.8582 -9.0392 0.114 0.226 0.564 0.119
H 28.4102 5.6390 -8.5820 0.554 0.163 -0.708 0.110
H 29.1243 5.1753 -7.1681 -0.039 -0.809 0.760 0.113
H 26.5993 5.0511 -7.9727 0.192 0.003 0.104 0.097
H 27.6350 3.4542 -9.7650 -0.394 -0.204 -0.267 0.079
C 28.1142 9.7881 -10.8310 1.408 -1.436 1.857 -0.244
C 27.5478 11.1448 -10.5695 0.482 0.015 -2.027 -0.274
O 26.7697 11.5173 -11.6713 -1.561 0.047 -0.190 -0.052
O 27.1926 8.6959 -10.6471 -0.697 1.067 -0.004 -0.064
H 28.8160 9.7789 -9.9971 0.664 -0.685 0.242 0.093
H 28.7209 9.6663 -11.7283 -0.429 0.376 -0.323 0.130
H 28.3690 11.8473 -10.7115 0.337 -0.062 1.158 0.126
H 27.0505 11.1811 -9.6002 -0.037 0.189 0.038 0.122
H 26.2188 10.7418 -11.8007 -0.595 0.130 -0.522 0.080
H 27.5023 7.8372 -10.9443 0.455 0.307 -0.223 0.082
C 31.8888 9.8753 -2.6218 -0.176 -1.394 0.243 -0.147
C 30.9088 9.5902 -1.4034 2.052 0.159 -1.260 -0.188
O 31.7008 9.8241 -0.2081 -0.881 -0.129 -1.197 -0.060
O 31.3021 9.7984 -3.9878 0.259 0.837 1.453 -0.128
H 32.6662 9.1125 -2.6654 -0.083 -0.265 0.542 0.118
H 32.4681 10.7820 -2.4481 -0.663 0.462 -0.482 0.117
H 30.6801 8.5337 -1.5429 -0.507 -0.021 0.481 0.114
H 30.0279 10.2273 -1.4826 -0.010 -0.034 0.289 0.118
H 31.5320 9.1022 0.4019 -0.021 0.000 0.091 0.085
H 30.6382 9.1090 -4.0626 -0.063 -0.266 0.505 0.104
C 31.8920 14.4271 -5.3530 -1.298 0.989 0.863 -0.268
C 31.4947 13.2890 -4.4159 -0.489 0.299 -0.077 -0.232
O 32.4099 12.2459 -4.5637 1.433 0.035 -0.297 -0.074
O 33.2513 14.5046 -5.5807 1.002 -0.657 -0.979 -0.054
H 31.7111 15.3806 -4.8566 -0.756 -0.030 -0.060 0.123
H 31.2480 14.3436 -6.2285 0.404 0.202 -0.584 0.113
H 30.5076 12.9573 -4.7378 -0.257 0.015 0.345 0.117
H 31.4617 13.7360 -3.4223 0.038 -0.608 0.456 0.118
H 32.1185 11.3718 -4.2941 -0.702 0.364 -0.223 0.022
H 33.4296 13.6145 -5.8931 0.740 -0.286 0.065 0.051
C 31.5887 10.0156 -7.6019 0.028 -2.134 1.925 -0.168
C 31.8392 8.4822 -7.2818 0.651 2.178 -0.888 -0.271
O 30.7047 7.7048 -7.3157 -1.122 -0.710 0.148 -0.047
O 30.6147 10.4634 -6.6178 0.256 0.303 -1.963 -0.078
H 31.3085 10.1743 -8.6432 -0.559 0.294 0.279 0.115
H 32.5768 10.4347 -7.4121 0.040 0.614 -0.103 0.091
H 32.2532 8.5322 -6.2747 0.194 -0.520 0.168 0.106
H 32.5635 8.0789 -7.9895 0.444 0.044 0.111 0.087
H 30.0073 8.2056 -7.7450 -0.239 0.000 0.024 0.087
H 30.8410 10.0449 -5.7840 0.301 0.196 0.077 0.021
```
Positions in Å, forces in eV/Å.